(1)
ORCA calculation (the ωB97M-V functional and the def2-TZVPD basis) on the molecule C4H4ClNO2.

For the HOMO-LUMO gap, the calculation gives 8.113 eV. For the HOMO energy, the calculation gives -7.5 eV. As for the structure (SMILES): Oc1cc(Cl)[nH]c1O.

ORCA input file:
```
! wB97M-V def2-TZVPD RIJCOSX def2/J DEFGRID3
* xyz 0 1
C 0.61181 0.57540 0.00421
C -0.71590 1.08472 -0.00546
C -1.54151 0.00040 -0.00377
C 0.53190 -0.79335 -0.00807
H 1.65994 2.18817 0.00413
H -1.02766 2.12008 0.01831
H -1.13567 -2.09307 -0.00372
H 2.33958 -1.32135 0.01101
N -0.77652 -1.15094 -0.00395
O 1.82256 1.24157 -0.00865
O 1.48221 -1.75677 -0.00099
Cl -3.25075 -0.09483 -0.00305
*
```

***

(2)
ORCA calculation (the ωB97M-V functional and the def2-TZVPD basis) on a structure of composition C30H25MgN6OS2.

The expectation value of S² is 0.7871. For the HOMO-LUMO gap (alpha / beta), the calculation gives 5.044 / 5.963 eV. For the HOMO energy (alpha / beta), the calculation gives -0.4 / -1.3 eV.

ORCA input file:
```
! wB97M-V def2-TZVPD RIJCOSX def2/J DEFGRID3
* xyz -2 2
Mg 0.15619 -0.81450 0.81927
O 0.80331 -0.82352 2.63349
N 1.76970 -0.15559 3.21515
C 1.60562 0.22111 4.49615
C 2.57878 0.88385 5.19677
C 3.77217 1.19906 4.53766
C 3.92540 0.83868 3.22424
C 2.92107 0.13983 2.51059
S 3.07244 -0.33466 0.90703
H 0.64808 -0.04629 4.91574
H 2.39336 1.16994 6.22198
H 4.56394 1.72152 5.06129
H 4.81815 1.08439 2.66867
S 0.14439 -0.47529 -1.82701
C 0.22523 1.28783 -1.67311
N 0.49780 2.07688 -2.70805
N 0.75263 1.44490 -3.88277
C 1.24504 2.08920 -4.96312
C 1.63736 1.35531 -6.10192
C 2.14648 1.99902 -7.21103
C 2.27612 3.38550 -7.24118
C 1.87868 4.11646 -6.12417
C 1.36786 3.49417 -5.00248
N -0.02989 1.96578 -0.54531
N -0.30435 1.30239 0.57487
C -0.53158 2.13001 1.64762
C -0.24366 3.51675 1.64492
C -0.49303 4.29320 2.75965
C -1.03996 3.74282 3.91671
C -1.34183 2.38389 3.92788
C -1.10547 1.59151 2.82095
H 0.75282 0.42499 -3.83495
H 1.54709 0.27503 -6.07918
H 2.45879 1.41189 -8.06798
H 2.69015 3.88020 -8.11171
H 1.97644 5.19686 -6.13499
H 1.06784 4.04881 -4.12456
H 0.19196 3.94285 0.75382
H -0.25118 5.35130 2.73594
H -1.22819 4.35780 4.78962
H -1.77404 1.93980 4.81950
H -1.34915 0.53670 2.83363
N -2.14684 -0.87182 0.31413
C -3.02206 -1.93898 0.46104
C -4.34771 -1.68209 0.82428
C -5.27005 -2.69777 1.00051
C -4.86425 -4.01154 0.83733
C -3.54099 -4.27642 0.51125
C -2.58826 -3.27614 0.29737
C -1.18015 -3.66971 -0.01795
C -1.00441 -4.86702 -0.73317
C 0.24688 -5.43203 -0.90150
C 1.34912 -4.79232 -0.35094
C 1.17985 -3.56707 0.27959
C -0.06512 -2.93544 0.45107
H -2.58856 0.03560 0.33603
H -1.51092 -0.91762 -0.50438
H -4.64911 -0.64850 0.96428
H -6.29442 -2.46213 1.26611
H -5.56658 -4.82670 0.97132
H -3.23289 -5.31168 0.45402
H -1.85972 -5.35200 -1.19294
H 0.35529 -6.35739 -1.45834
H 2.33749 -5.23397 -0.44675
H 2.07082 -3.05763 0.63801
*
```

***

(3)
ORCA calculation (the ωB97M-V functional and the def2-TZVPD basis) on a cluster of 15 separate species, H30O15 in total.

For the HOMO-LUMO gap, the calculation gives 8.719 eV. For the HOMO energy, the calculation gives -9.0 eV.

ORCA input file:
```
! wB97M-V def2-TZVPD RIJCOSX def2/J DEFGRID3
* xyz 0 1
O -0.90466 -0.48220 -2.80326
H -1.39974 -1.10730 -3.40311
H -1.56303 0.12164 -2.46127
O 0.38179 -3.26288 0.50525
H 0.52761 -4.19243 0.45385
H 1.11767 -2.95563 0.96838
O 3.13707 -1.47973 -0.47399
H 3.28734 -0.55263 -0.42965
H 3.92489 -1.81064 -0.12655
O -2.31100 -2.06408 -0.75904
H -1.58695 -1.66028 -0.27247
H -2.03879 -1.83773 -1.64358
O -1.13647 1.24069 2.17520
H -2.07439 1.06772 2.29010
H -0.74821 0.55641 2.72581
O -0.76683 2.76808 -0.39742
H -0.99357 3.54916 -0.86780
H -1.39942 2.20734 -0.81415
O -0.15041 -0.02154 0.14639
H 0.69140 -0.33758 0.53668
H -0.59454 0.48937 0.80023
O 1.75356 -0.95490 2.04363
H 2.63676 -0.59961 2.16297
H 1.58816 -1.53573 2.81275
O -1.32895 -2.03385 2.28342
H -2.23695 -1.94098 2.11905
H -0.78938 -2.31225 1.54737
O 1.21636 0.84280 -1.90936
H 0.59274 0.73976 -1.15364
H 1.20817 1.82018 -2.18327
O 3.64282 1.09936 -0.58364
H 2.77210 1.37694 -0.27520
H 4.20028 1.06320 0.19717
O 1.08732 -2.07131 -2.06977
H 0.60948 -2.78549 -1.59937
H 1.80817 -1.88574 -1.46037
O -2.57978 1.19646 -1.41631
H -3.34081 1.78704 -1.40211
H -2.88319 0.50816 -0.84175
O -3.07725 3.10347 1.34187
H -2.22142 2.96399 1.01366
H -3.68888 3.23036 0.58462
O 1.52261 2.16306 0.73829
H 1.45270 1.67241 1.56875
H 0.65562 2.31690 0.33168
*
```

***

(4)
ORCA calculation (the ωB97M-V functional and the def2-TZVPD basis) on a cluster of 2 separate species, C2H4ClNO2 in total.

The expectation value of S² is 2.0100. For the HOMO-LUMO gap (alpha / beta), the calculation gives 6.103 / 7.261 eV. For the HOMO energy (alpha / beta), the calculation gives -5.4 / -10.5 eV.

ORCA input file:
```
! wB97M-V def2-TZVPD RIJCOSX def2/J DEFGRID3
* xyz 0 3
C 1.45039 -0.92144 0.23986
C 1.07524 0.28383 -0.49236
N -1.70033 0.06916 0.21336
O 1.53396 -1.67787 1.15841
O 2.02192 -0.66751 -0.93572
Cl 1.53807 1.88254 0.02235
H 0.08510 0.36009 -1.07492
H -1.57743 1.01239 0.57510
H -2.21892 -0.44832 0.90285
H -2.20799 0.10714 -0.60892
*
```